No. 1
ORCA calculation (ωB97M-V with the def2-TZVPD basis set) on C26H25Cl3F2K2LiN5O13 as an isolated structure in a non-equilibrium geometry.

- Highest occupied orbital energy: -5.89 eV
- Gap between HOMO and LUMO: 2.5 eV

Last column: Mulliken charge in e.
CARTESIAN COORDINATES (ANGSTROEM)
O1 -3.723 -0.051 -2.760  -0.37
C1 -2.967 -0.766 -2.262  0.73
N1 -2.243 -1.497 -1.525  -0.38
C2 -1.273 -0.578 -0.909  0.04
N2 -1.443 -0.160 0.418  -0.26
C3 -0.496 0.802 1.063  -0.44
C4 0.659 1.370 0.357  -0.45
C5 1.671 2.418 0.961  -0.25
O2 2.747 1.805 1.696  -0.32
C6 3.774 2.788 1.741  0.53
C7 5.191 2.424 1.449  -0.40
C8 6.278 3.451 1.498  -0.43
C9 5.963 4.876 1.800  -0.38
C10 4.561 5.266 2.090  -0.34
C11 3.508 4.225 2.058  -0.03
C12 0.870 0.946 -1.056  -0.91
C13 -0.136 -0.047 -1.674  0.23
C14 0.140 -0.397 -3.183  0.06
O3 0.487 0.550 -3.871  -0.80
N3 -0.052 -1.733 -3.699  0.06
C15 0.871 -2.069 -4.754  0.51
O4 0.992 -1.521 -5.794  -0.41
F1 1.680 -3.199 -4.552  -0.27
H1 -2.243 -0.480 1.009  0.20
H2 -0.669 1.121 2.167  1.08
H3 1.060 3.157 1.568  -0.08
H4 2.146 2.942 0.068  0.54
H5 5.485 1.372 1.209  0.31
H6 7.353 3.182 1.312  0.31
H7 6.734 5.693 1.838  0.30
H8 4.256 6.318 2.348  0.26
H9 2.457 4.555 2.304  0.22
H10 1.738 1.337 -1.710  0.97
H11 0.165 -2.379 -2.919  0.30
F2 3.560 2.132 -1.833  -0.84
O5 -3.284 -6.394 -6.449  -0.58
C16 -3.030 -5.240 -6.635  0.42
O6 -2.169 -4.519 -5.863  -0.32
C17 -2.176 -3.150 -6.289  0.29
C18 -2.678 -3.178 -7.717  -0.59
C19 -3.630 -4.360 -7.704  -0.35
H12 -2.838 -2.583 -5.627  0.07
H13 -1.170 -2.740 -6.219  -0.17
H14 -3.143 -2.242 -8.028  0.37
H15 -1.847 -3.384 -8.398  0.28
H16 -4.638 -4.069 -7.400  0.24
H17 -3.652 -4.871 -8.665  0.30
K1 -2.361 0.586 2.534  0.99
C20 -3.991 -5.119 -0.896  -0.09
Cl1 -3.436 -4.733 0.737  -0.12
Cl2 -5.716 -4.780 -1.086  -0.16
H18 -3.433 -4.517 -1.609  0.07
H19 -3.815 -6.175 -1.087  0.30
C21 0.008 -2.390 6.300  -0.77
C22 -1.195 -2.159 5.691  0.23
C23 -2.405 -2.518 6.554  0.65
O7 -3.565 -2.314 6.212  -0.70
C24 -2.166 -3.142 7.857  -0.71
C25 -0.972 -3.387 8.461  0.73
C26 0.245 -2.924 7.627  0.84
O8 1.423 -2.981 8.018  -1.04
O9 -0.766 -3.929 9.595  -1.12
O10 -1.403 -1.695 4.540  -0.73
H20 0.922 -2.155 5.765  0.34
H21 -3.078 -3.424 8.369  0.36
K2 1.123 -4.578 9.295  0.95
N4 0.344 3.373 -3.300  -0.29
H22 -0.406 3.476 -2.614  0.37
H23 0.459 2.376 -3.536  0.25
H24 0.110 3.900 -4.144  0.43
H25 1.225 3.728 -2.904  0.40
N5 1.584 7.314 3.624  1.17
O11 1.133 6.279 3.100  -0.55
O12 2.817 7.504 3.692  -0.70
O13 0.806 8.173 4.089  -0.83
Li1 2.225 10.000 4.450  0.92
Cl3 -0.565 5.090 3.204  -0.47



No. 2
ORCA calculation (ωB97M-V with the def2-TZVPD basis set) on a 2-piece molecular cluster, C3H5N3O2S overall in a non-equilibrium geometry.

- Highest occupied orbital energy: -10.00 eV
- Gap between HOMO and LUMO: 10.5 eV

Last column: natural (NBO) charge in e.
CARTESIAN COORDINATES (ANGSTROEM)
C1 -0.805 -0.351 0.173  0.39
C2 1.314 1.820 -0.405  0.61
C3 -0.442 -1.627 -0.361  -0.74
N1 -1.190 0.675 0.496  -0.45
N2 2.037 1.006 -0.752  -0.52
N3 0.449 2.720 -0.151  -0.85
O1 2.457 -1.427 -0.156  -0.97
O2 3.571 0.229 1.207  -0.91
S1 3.430 -0.344 -0.138  1.72
H1 -1.248 -2.366 -0.230  0.26
H2 0.492 -1.925 0.030  0.31
H3 -0.243 -1.355 -1.372  0.26
H4 0.652 3.677 0.090  0.43
H5 -0.519 2.345 0.078  0.47



No. 3
ORCA calculation (ωB97M-V with the def2-TZVPD basis set) on C33H16Cl7MoN5O4 as an isolated structure in a non-equilibrium geometry.

- Highest occupied orbital energy (alpha / beta): -7.44 / -7.46 eV
- Gap between HOMO and LUMO (alpha / beta): 6.0 / 5.5 eV
- ⟨S²⟩: 2.0245
- Multiplicity: 3

Last column: natural (NBO) charge in e.
CARTESIAN COORDINATES (ANGSTROEM)
Mo1 -17.101 6.849 -7.098  1.34
O1 -19.521 10.479 -7.516  -0.61
C1 -18.636 9.616 -7.424  0.60
N1 -18.757 8.328 -7.022  -0.60
C2 -20.066 7.820 -6.844  0.20
C3 -21.053 8.499 -6.145  -0.20
C4 -22.346 7.998 -6.175  -0.23
C5 -22.576 6.881 -6.959  -0.20
C6 -21.590 6.104 -7.560  -0.24
C7 -20.277 6.548 -7.397  0.11
N2 -19.075 5.901 -7.477  -0.55
C8 -19.010 4.553 -7.735  0.61
O2 -19.952 3.961 -8.284  -0.62
C9 -17.765 3.916 -7.329  0.14
C10 -17.592 2.595 -7.656  -0.20
C11 -16.357 2.003 -7.383  -0.12
C12 -15.414 2.727 -6.600  -0.23
C13 -15.631 4.056 -6.330  0.07
N3 -16.777 4.660 -6.758  -0.42
C14 -17.237 9.941 -7.707  0.13
C15 -16.933 11.294 -7.966  -0.19
C16 -15.587 11.671 -8.016  -0.14
C17 -14.645 10.682 -7.891  -0.24
C18 -15.005 9.359 -7.597  0.07
N4 -16.313 8.978 -7.602  -0.42
H1 -20.730 9.399 -5.631  0.23
H2 -23.128 8.334 -5.512  0.22
H3 -23.617 6.552 -7.052  0.21
H4 -21.706 5.118 -8.002  0.26
H5 -18.471 2.079 -8.093  0.27
H6 -16.160 0.991 -7.690  0.23
H7 -14.514 2.283 -6.219  0.24
H8 -14.913 4.635 -5.761  0.25
H9 -17.800 11.993 -7.931  0.27
H10 -15.305 12.678 -8.145  0.23
H11 -13.591 10.938 -7.984  0.23
H12 -14.288 8.633 -7.257  0.25
Cl1 -15.479 7.168 0.187  0.03
C19 -16.106 6.754 -1.376  -0.16
C20 -16.057 7.612 -2.491  -0.04
Cl2 -15.470 9.230 -2.311  0.04
C21 -16.609 7.155 -3.691  -0.20
Cl3 -16.043 7.817 -5.205  0.21
C22 -17.550 6.077 -3.747  0.37
O3 -18.375 5.874 -4.689  -0.67
C23 -17.493 5.208 -2.622  -0.16
Cl4 -18.332 3.721 -2.796  0.05
C24 -16.660 5.478 -1.557  -0.04
Cl5 -16.407 4.190 -0.450  0.05
Cl6 -12.028 5.221 -7.309  0.05
C25 -13.112 5.391 -8.622  -0.15
C26 -12.768 5.112 -9.960  -0.19
C27 -13.659 5.376 -11.000  -0.10
Cl7 -13.018 5.204 -12.541  0.03
C28 -15.020 5.715 -10.835  -0.10
C29 -16.020 5.832 -11.851  -0.10
C30 -17.303 6.159 -11.472  -0.25
C31 -17.594 6.625 -10.199  0.08
N5 -16.651 6.506 -9.222  -0.45
C32 -15.361 6.023 -9.488  0.09
C33 -14.394 5.990 -8.392  0.40
O4 -14.694 6.504 -7.239  -0.73
H13 -11.760 4.747 -10.133  0.24
H14 -15.721 5.488 -12.861  0.25
H15 -18.138 6.061 -12.192  0.24
H16 -18.613 6.930 -9.964  0.25



No. 4
ORCA calculation (ωB97M-V with the def2-TZVPD basis set) on C17H23InNO10 as an isolated structure.

- Highest occupied orbital energy: -3.82 eV
- Gap between HOMO and LUMO: 4.3 eV
- Charge: -1

Last column: Mulliken charge in e.
CARTESIAN COORDINATES (ANGSTROEM)
C1 0.802 -3.433 0.622  -0.44
N1 2.062 -2.735 0.344  -0.53
C2 1.954 -1.782 -0.793  -0.89
In1 0.757 0.012 -0.228  0.89
O1 -1.098 -0.636 0.509  -0.51
C3 -2.131 -0.691 -0.402  -0.62
C4 -3.498 -1.091 0.236  0.56
C5 -4.119 -2.281 -0.459  -1.67
O2 -3.371 -1.462 1.604  -0.57
H1 0.945 -4.514 0.610  0.30
H2 0.389 -3.162 1.594  0.09
H3 0.044 -3.167 -0.114  0.11
H4 2.293 -2.200 1.169  0.32
H5 1.545 -2.341 -1.634  0.34
H6 2.972 -1.489 -1.054  0.32
H7 0.589 1.271 -1.458  -0.46
H8 1.522 0.695 1.240  -0.40
H9 -2.285 0.282 -0.896  0.32
H10 -1.925 -1.409 -1.215  0.30
H11 -4.163 -0.225 0.172  0.25
H12 -4.218 -2.104 -1.527  0.40
H13 -5.102 -2.486 -0.037  0.39
H14 -3.489 -3.151 -0.282  0.35
H15 -3.231 -0.667 2.115  0.30
C6 2.374 3.884 -6.229  -1.03
C7 2.055 3.806 -4.928  0.37
C8 2.701 2.807 -3.999  1.02
O3 2.359 2.847 -2.838  -0.53
C9 3.668 1.871 -4.551  -1.14
C10 3.977 1.948 -5.850  0.47
C11 3.357 2.969 -6.768  1.06
O4 3.724 2.962 -7.932  -0.66
O5 4.850 1.147 -6.455  -0.59
O6 1.167 4.580 -4.334  -0.59
H16 1.921 4.600 -6.900  0.41
H17 4.105 1.141 -3.884  0.46
H18 4.869 1.437 -7.386  0.36
H19 1.132 4.276 -3.402  0.38
C12 -0.327 -1.024 5.807  -1.26
C13 -1.153 -0.508 6.721  0.38
C14 -2.274 0.427 6.357  1.17
O7 -2.975 0.824 7.279  -0.69
C15 -2.445 0.793 4.977  -0.86
C16 -1.615 0.291 4.037  0.61
C17 -0.502 -0.675 4.399  0.75
O8 0.184 -1.119 3.509  -0.42
O9 -1.729 0.585 2.767  -0.52
O10 -1.079 -0.766 8.025  -0.61
H20 0.476 -1.702 6.062  0.44
H21 -3.246 1.476 4.731  0.44
H22 -1.008 0.147 2.243  0.08
H23 -1.811 -0.258 8.425  0.36



No. 5
ORCA calculation (ωB97M-V with the def2-TZVPD basis set) on C5H6O2 as an isolated structure in a non-equilibrium geometry.

- Highest occupied orbital energy: -8.72 eV
- Gap between HOMO and LUMO: 9.7 eV

Last column: natural (NBO) charge in e.
CARTESIAN COORDINATES (ANGSTROEM)
C1 1.251 -0.037 0.829  -0.13
O1 0.865 1.282 0.325  -0.51
C2 -0.334 1.101 -0.339  0.05
C3 -0.617 -0.092 -1.241  0.07
O2 0.314 -1.144 -1.055  -0.51
C4 0.145 -0.988 0.375  0.06
C5 -1.084 -0.062 0.190  -0.33
H1 1.350 -0.056 1.934  0.19
H2 2.097 0.009 0.150  0.24
H3 -0.789 2.050 -0.582  0.22
H4 -1.157 -0.060 -2.181  0.20
H5 -0.015 -1.952 0.880  0.21
H6 -2.027 -0.052 0.715  0.23



Quick rundown of total energy, same order as above: -137274.888; -22590.865; -139634.017; -45139.163; -9373.596 eV